ORCA calculation (ωB97M-V/def2-TZVPD) on one molecule with the formula C10H16N2O2 at a distorted geometry.

CARTESIAN COORDINATES (ANGSTROEM)
C  2.033  -1.967  2.440
C  1.443  -1.040  1.438
N  0.642  0.016  1.642
N  0.450  0.618  0.452
C  -0.564  1.698  0.125
C  -1.941  1.193  0.276
C  -2.303  -0.097  -0.559
C  -3.028  2.286  -0.074
O  -2.725  3.350  -0.428
O  -4.250  2.080  0.362
C  1.172  -0.016  -0.552
C  1.159  0.343  -1.993
C  1.759  -1.131  0.009
C  2.570  -2.160  -0.773
H  1.996  -2.922  1.929
H  1.573  -1.969  3.470
H  3.128  -1.671  2.720
H  -0.433  2.178  -0.857
H  -0.367  2.480  0.893
H  -1.961  0.928  1.371
H  -1.703  -0.909  -0.224
H  -3.370  -0.183  -0.245
H  -2.153  -0.037  -1.615
H  -4.699  2.981  0.164
H  0.457  -0.393  -2.469
H  2.101  0.188  -2.428
H  0.878  1.345  -2.112
H  2.317  -1.945  -1.857
H  2.227  -3.138  -0.619
H  3.593  -2.106  -0.484

Cartesian forces, eV/Å:
1.2 1.1 1.8
-0.3 1.3 -2.2
-0.1 -0.4 0.5
0.6 0.1 -2.7
1.9 0.8 1.4
-1.9 -1.3 -0.1
-0.9 1.4 2.1
2.0 -2.9 3.2
1.6 4.0 -2.4
-2.4 0.7 -0.3
-0.5 -0.7 1.3
-1.5 -1.8 0.7
0.0 0.3 1.1
-1.6 2.2 -0.8
0.3 -0.5 0.6
-0.1 -0.2 -1.4
-1.7 -0.6 -1.0
0.5 -0.6 0.4
-0.3 -0.3 -0.6
-0.9 0.1 -1.0
0.2 -0.8 0.5
0.7 -0.8 -0.8
-0.2 0.5 -0.7
0.7 -2.0 0.5
0.4 1.0 -0.1
1.3 -0.1 -0.5
-0.6 1.3 -0.6
1.1 -0.3 1.1
-0.5 -1.5 0.5
1.0 0.0 -0.4

As for the net charge: 0. As for the orbital gap: 9.22 eV. The value obtained for the maximum force is 4.9 eV/Å. Its SMILES is Cc1nn(C[C@H](C)C(=O)O)c(C)c1C. The calculation puts the energy above the lowest of the compared OMol25 structures with the same formula, charge and spin at 1.270 eV. For the LUMO energy, the calculation gives 0.6866 eV. The molar mass comes out at 196.25 g mol⁻¹.

Results of the natural (NBO) charge analysis, in e, for atoms 1 through 5:
1. C -0.65
2. C 0.14
3. N -0.29
4. N -0.17
5. C -0.21

ORCA calculation (ωB97M-V/def2-TZVPD) on an isolated ion of composition C10H16N4 and charge +2 at a distorted geometry.

CARTESIAN COORDINATES (ANGSTROEM)
C  -2.409  -1.308  -1.226
N  -1.953  -1.057  0.167
C  -2.720  -1.874  1.188
C  -0.483  -1.320  0.271
C  0.375  -0.236  0.337
C  1.828  -0.231  0.145
C  2.742  -1.447  -0.029
C  4.091  -1.164  0.142
N  5.224  -0.902  0.255
C  2.135  -2.665  -0.249
N  1.511  -3.624  -0.396
N  2.521  0.988  0.075
C  2.632  1.369  -1.378
C  2.013  2.134  0.893
H  -3.146  -0.530  -1.666
H  -1.608  -1.362  -1.908
H  -2.942  -2.178  -1.065
H  -2.009  -0.042  0.492
H  -2.415  -1.664  2.277
H  -3.823  -1.625  1.286
H  -2.272  -2.936  1.054
H  -0.243  -2.362  0.310
H  -0.054  0.816  0.326
H  3.452  0.867  0.555
H  3.353  2.170  -1.325
H  3.084  0.564  -1.986
H  1.784  1.770  -1.748
H  1.083  2.643  0.477
H  1.840  1.783  1.943
H  2.842  2.934  0.893

Cartesian forces, eV/Å:
-2.0 2.5 -0.5
1.3 2.8 2.3
0.9 -1.3 2.5
0.6 2.2 0.3
-1.0 -0.3 -1.3
1.4 -6.4 0.3
-4.2 5.8 1.1
3.3 -0.2 -0.2
-2.0 -0.2 -0.1
-0.5 -1.8 0.0
0.2 0.3 0.0
0.5 1.4 0.8
4.6 -0.6 0.9
-0.3 2.2 0.8
1.2 -1.0 1.3
1.0 -0.4 -0.5
-1.0 -2.1 -0.8
-0.5 -1.4 -1.0
0.3 0.3 -1.7
1.2 -0.8 -1.2
-1.9 1.4 -0.1
0.2 -0.3 -0.2
0.3 -1.5 0.1
-0.4 -0.3 -1.3
0.3 0.4 -0.5
-0.5 0.3 0.5
-3.2 0.8 -1.0
1.2 -1.0 0.4
0.2 0.3 -1.0
-1.3 -1.3 0.0

As for the net charge: +2. As for the orbital gap (spin up / spin down): 7.31 / 7.38 eV. The value obtained for the maximum force is 7.2 eV/Å. Its SMILES is C[NH+](C)/C=C/C(=C(C#N)C#N)[NH+](C)C. The calculation puts the energy above the lowest of the compared OMol25 structures with the same formula, charge and spin at 4.501 eV. For the LUMO energy (spin up / spin down), the calculation gives -9.5993 / -9.5428 eV. The molar mass comes out at 192.27 g mol⁻¹.

Results of the natural (NBO) charge analysis, in e, for atoms 1 through 5:
1. C -0.42
2. N -0.39
3. C -0.48
4. C 0.08
5. C -0.29

ORCA calculation (ωB97M-V/def2-TZVPD) on an isolated ion of composition C10H16NS and charge +1 at a distorted geometry.

CARTESIAN COORDINATES (ANGSTROEM)
C  -2.268  1.288  -1.045
C  -1.168  1.098  -0.027
N  -0.632  2.506  0.279
C  -0.008  0.217  -0.526
C  -0.434  -1.339  -0.319
S  -1.742  -2.227  -0.927
C  -1.161  -3.555  0.052
C  -0.006  -3.314  0.698
C  0.441  -2.005  0.398
C  1.670  -1.176  0.657
C  1.247  0.208  0.428
C  2.296  1.076  -0.091
H  -3.073  1.919  -0.447
H  -2.696  0.336  -1.373
H  -2.019  1.945  -1.825
H  -1.556  0.644  0.920
H  -1.262  3.374  0.206
H  0.201  2.463  -0.254
H  -0.393  2.447  1.242
H  0.318  0.335  -1.611
H  -1.901  -4.436  -0.018
H  0.581  -3.994  1.371
H  2.261  -1.382  1.633
H  2.361  -1.472  -0.161
H  0.816  0.692  1.366
H  2.792  0.986  -0.969
H  3.267  1.186  0.546
H  2.069  2.180  -0.204

Cartesian forces, eV/Å:
-2.4 0.7 2.9
-0.5 -0.7 -0.8
-2.0 0.1 0.8
0.1 -3.1 -0.2
-0.6 4.5 -2.1
0.3 -0.5 0.9
-2.9 -2.1 -1.0
1.3 -1.0 0.8
1.1 -0.3 1.7
1.7 -2.8 1.0
-2.4 2.1 0.4
2.9 4.3 3.1
1.0 -1.5 -1.3
0.0 0.4 0.0
0.7 0.4 -1.4
0.3 0.6 -0.7
1.1 -1.8 -0.6
1.3 1.3 -0.8
0.7 0.3 1.1
-0.7 0.4 1.2
1.9 1.2 0.5
-1.0 0.5 -0.9
-1.2 0.5 -1.5
0.0 0.2 0.5
0.9 -0.9 -0.5
0.7 -1.7 -3.4
-1.8 -0.5 -0.2
-0.4 -0.8 0.5

As for the net charge: +1. As for the orbital gap: 8.52 eV. The value obtained for the maximum force is 6.0 eV/Å. Its SMILES is C[C@H]([NH3+])[C@@H]1c2sccc2C[C@H]1C. The calculation puts the energy above the lowest of the compared OMol25 structures with the same formula, charge and spin at 0.734 eV. For the LUMO energy, the calculation gives -3.3510 eV. The molar mass comes out at 182.31 g mol⁻¹.

Results of the natural (NBO) charge analysis, in e, for atoms 1 through 5:
1. C -0.62
2. C -0.04
3. N -0.71
4. C -0.26
5. C -0.23

ORCA calculation (ωB97M-V/def2-TZVPD) on an isolated ion of composition C10H16NS2 and charge +1 at a distorted geometry.

CARTESIAN COORDINATES (ANGSTROEM)
S  -1.526  2.241  -0.707
C  -2.224  0.830  -0.244
C  -2.611  -0.298  -1.236
C  -2.679  -1.670  -0.534
C  -1.429  -1.886  0.393
C  -0.957  -0.651  0.866
C  0.349  -0.219  0.855
C  0.828  1.144  1.405
C  1.671  1.931  0.497
N  2.658  1.177  -0.293
C  1.974  -0.005  -0.940
C  1.552  -0.923  0.157
S  -2.374  0.366  1.383
H  -3.532  0.122  -1.610
H  -2.044  -0.392  -2.182
H  -3.634  -1.806  0.036
H  -2.622  -2.296  -1.379
H  -0.608  -2.413  -0.092
H  -1.581  -2.575  1.253
H  1.340  0.851  2.332
H  0.055  1.820  1.782
H  1.076  2.564  -0.187
H  2.194  2.653  1.096
H  3.082  1.823  -1.004
H  3.261  0.778  0.534
H  2.730  -0.696  -1.422
H  1.272  0.478  -1.668
H  1.389  -2.019  -0.032
H  2.390  -0.930  0.942

Cartesian forces, eV/Å:
-0.9 -0.2 -0.1
1.1 0.7 -3.2
0.4 0.8 0.8
-0.4 0.7 0.8
-0.7 -3.2 -1.0
3.1 2.4 1.6
-1.6 0.2 0.1
-1.3 -2.1 1.2
-0.6 2.6 -0.9
0.8 -1.2 1.6
2.0 -1.0 -1.7
-1.9 -0.3 3.2
0.6 0.2 2.2
-1.0 -0.5 0.0
0.4 0.5 0.8
0.9 0.0 -0.6
-0.3 -1.6 -0.5
-0.2 0.0 -0.7
-0.7 0.5 -0.4
0.5 0.2 -0.1
-0.3 -0.3 -0.4
0.1 -0.7 0.1
0.6 0.4 0.2
0.2 -1.0 1.1
-0.2 1.0 -2.6
-0.4 1.7 -0.4
0.1 -1.1 0.7
0.1 1.4 -0.5
-0.8 -0.1 -1.0

As for the net charge: +1. As for the orbital gap: 7.67 eV. The value obtained for the maximum force is 4.2 eV/Å. Its SMILES is S=C1CCCC(=C2CC[NH2+]CC2)S1. The calculation puts the energy above the lowest of the compared OMol25 structures with the same formula, charge and spin at 2.419 eV. For the LUMO energy, the calculation gives -3.7393 eV. The molar mass comes out at 214.38 g mol⁻¹.

Results of the natural (NBO) charge analysis, in e, for atoms 1 through 5:
1. S -0.01
2. C -0.25
3. C -0.50
4. C -0.41
5. C -0.47